Entry 1:
{"formula": "C5H6O", "method": "the ωB97M-V functional and the def2-TZVPD basis", "elements": ["C", "C", "C", "C", "C", "H", "H", "H", "H", "H", "H", "O"], "positions_angstrom": [[0.394, -1.264, 0.810], [-0.692, -0.878, -0.089], [-0.722, 0.415, -0.795], [0.221, 1.430, -0.443], [0.998, 2.338, -0.203], [1.074, -0.342, 0.951], [0.920, -2.221, 0.523], [-0.122, -1.426, 1.797], [-1.673, -1.389, 0.047], [-1.708, 0.852, -1.091], [1.610, 3.221, -0.021], [-0.301, -0.737, -1.487]], "forces_ev_per_angstrom": [[0.9, 0.6, 2.1], [-1.2, -0.6, -1.7], [-1.4, 0.3, 0.3], [2.0, 2.1, 0.1], [-1.0, -0.7, -0.3], [-0.5, -1.8, -0.3], [-0.5, 1.3, 0.2], [0.8, 0.0, -0.6], [0.8, 0.4, -0.2], [0.8, -0.6, 0.1], [-0.4, -0.9, -0.1], [-0.2, 0.0, 0.3]], "nbo_charge": [-0.6544, 0.0718, -0.0266, -0.0545, -0.2063, 0.2378, 0.2388, 0.2169, 0.1891, 0.2102, 0.2468, -0.4695], "smiles": "C#C[C@H]1O[C@H]1C", "multiplicity": 1, "homo_energy_ev": -9.9}



Entry 2:
{"formula": "C5H6O", "method": "the ωB97M-V functional and the def2-TZVPD basis", "elements": ["C", "C", "O", "C", "C", "C", "H", "H", "H", "H", "H", "H"], "positions_angstrom": [[-1.058, -0.086, 0.875], [-0.645, -0.720, -0.357], [-0.585, 0.175, -1.442], [0.406, 1.009, -1.034], [1.263, 0.493, -0.116], [0.644, -0.719, 0.363], [-1.940, -0.492, 1.344], [-0.793, 0.712, 1.538], [-1.149, -1.656, -0.603], [0.499, 1.900, -1.629], [2.203, 0.922, 0.209], [1.154, -1.539, 0.852]], "forces_ev_per_angstrom": [[-0.1, -0.8, 2.4], [-0.1, 0.1, -1.1], [0.3, 0.2, -0.4], [1.3, 0.0, -0.8], [-0.6, 0.6, -0.1], [-1.2, -0.3, 0.8], [0.1, -1.3, 0.3], [0.7, 1.0, -1.2], [0.0, 0.4, 0.1], [0.1, 0.2, 0.0], [-0.3, 0.1, 0.0], [-0.3, 0.0, -0.2]], "nbo_charge": [-0.5025, 0.0065, -0.4678, 0.1586, -0.3512, -0.1925, 0.2052, 0.2418, 0.2277, 0.2018, 0.2339, 0.2384], "smiles": "C1=C[C@H]2C[C@H]2O1", "multiplicity": 1, "homo_energy_ev": -7.8}



Entry 3:
{"formula": "C5H6O", "method": "the ωB97M-V functional and the def2-TZVPD basis", "elements": ["C", "C", "C", "C", "O", "C", "H", "H", "H", "H", "H", "H"], "positions_angstrom": [[0.645, -0.847, -0.686], [-0.816, -0.476, -0.724], [-1.025, 0.730, 0.159], [-0.131, 1.081, 1.078], [1.066, 0.444, 1.279], [1.446, -0.418, 0.283], [-1.432, -1.319, -0.374], [1.061, -1.488, -1.456], [-1.144, -0.274, -1.751], [-1.926, 1.327, 0.056], [-0.237, 1.923, 1.753], [2.493, -0.684, 0.383]], "forces_ev_per_angstrom": [[0.1, 0.0, 0.1], [0.0, 0.0, 0.0], [0.1, 0.0, 0.1], [-0.2, 0.1, -0.1], [0.0, 0.0, 0.0], [0.0, -0.1, -0.2], [0.0, 0.1, -0.1], [0.0, 0.0, 0.2], [0.1, 0.0, 0.1], [0.1, -0.1, 0.1], [0.0, -0.1, -0.1], [-0.1, 0.0, -0.1]], "nbo_charge": [-0.2764, -0.4624, -0.2762, 0.1258, -0.4865, 0.1260, 0.2095, 0.2177, 0.2138, 0.2178, 0.1955, 0.1954], "smiles": "C1=COC=CC1", "multiplicity": 1, "homo_energy_ev": -8.4}



Entry 4:
{"formula": "C5H6O", "method": "the ωB97M-V functional and the def2-TZVPD basis", "elements": ["C", "C", "C", "O", "C", "C", "H", "H", "H", "H", "H", "H"], "positions_angstrom": [[-0.397, -1.468, -0.013], [0.148, -0.034, -0.134], [-0.107, 0.586, -1.489], [-0.511, -0.024, -2.449], [0.035, 0.857, 1.022], [0.425, 1.552, 1.928], [-0.051, -1.953, 0.902], [-1.497, -1.492, 0.002], [-0.094, -2.069, -0.875], [1.244, 0.151, -0.040], [0.226, 1.640, -1.562], [0.579, 2.254, 2.708]], "forces_ev_per_angstrom": [[0.2, 0.1, 0.1], [0.3, 0.0, 0.1], [-0.1, 0.0, -0.2], [0.1, 0.3, 0.6], [-0.1, 0.5, 0.6], [-0.9, 0.1, -0.2], [0.0, 0.1, -0.1], [0.3, 0.3, 0.0], [0.1, 0.2, 0.2], [0.2, -1.6, -1.0], [-0.2, 0.0, -0.1], [0.1, 0.0, 0.2]], "nbo_charge": [-0.6027, -0.4161, 0.4550, -0.5116, -0.0003, -0.2424, 0.2216, 0.2245, 0.2342, 0.2832, 0.1159, 0.2388], "smiles": "C#C[C@@H](C)C=O", "multiplicity": 1, "homo_energy_ev": -9.8}



Entry 5:
{"formula": "C5H6O", "method": "the ωB97M-V functional and the def2-TZVPD basis", "elements": ["C", "C", "C", "C", "C", "O", "H", "H", "H", "H", "H", "H"], "positions_angstrom": [[0.928, -0.964, -0.291], [-0.514, 1.253, -0.234], [1.417, 0.371, 0.149], [-0.493, -0.684, 0.065], [-1.397, -1.394, 0.573], [2.141, 0.838, 0.933], [1.400, -1.800, 0.241], [1.047, -1.055, -1.374], [-0.417, 1.919, 0.622], [-0.094, 1.714, -1.129], [-1.586, 1.187, -0.406], [-2.433, -1.385, 0.852]], "forces_ev_per_angstrom": [[0.1, -0.1, 0.0], [0.2, 0.6, -0.2], [-0.4, 0.4, 0.8], [0.1, -1.0, 0.5], [0.0, 0.6, -0.4], [-0.3, -0.2, -0.7], [-0.1, 0.1, -0.2], [0.0, 0.0, 0.0], [0.3, 0.0, 0.0], [0.0, 0.2, 0.1], [0.0, -0.4, -0.1], [0.1, -0.1, 0.1]], "nbo_charge": [-0.5750, -0.7838, 0.7365, -0.0881, -0.2242, -0.4502, 0.2511, 0.2566, 0.2224, 0.2102, 0.2309, 0.2137], "multiplicity": 1, "homo_energy_ev": [-7.4, -8.0]}



Entry 6:
{"formula": "C5H6O", "method": "the ωB97M-V functional and the def2-TZVPD basis", "elements": ["O", "C", "C", "C", "C", "C", "H", "H", "H", "H", "H", "H"], "positions_angstrom": [[-2.001, -1.395, -0.652], [-0.996, -0.768, -0.403], [0.407, -1.166, -0.692], [1.248, -0.247, -0.211], [0.545, 0.829, 0.581], [-0.938, 0.614, 0.252], [0.662, -2.088, -1.202], [0.740, 0.632, 1.641], [2.329, -0.265, -0.321], [0.909, 1.841, 0.376], [-1.610, 0.664, 1.113], [-1.295, 1.348, -0.482]], "forces_ev_per_angstrom": [[0.4, 0.2, 0.1], [-0.2, -0.1, 0.0], [0.1, 0.1, 0.0], [-0.1, -0.1, 0.0], [0.0, 0.0, 0.0], [-0.1, 0.0, 0.1], [0.0, 0.2, 0.0], [0.0, 0.1, 0.0], [-0.2, -0.1, 0.1], [0.0, -0.2, -0.1], [0.1, 0.0, -0.1], [0.1, -0.1, 0.1]], "nbo_charge": [-0.5376, 0.5523, -0.3255, -0.0910, -0.4487, -0.5130, 0.2305, 0.2233, 0.2138, 0.2203, 0.2374, 0.2384], "smiles": "O=C1C=CCC1", "multiplicity": 1, "homo_energy_ev": -9.5}



Entry 7:
{"formula": "C5H6O", "method": "the ωB97M-V functional and the def2-TZVPD basis", "elements": ["C", "C", "O", "C", "C", "C", "H", "H", "H", "H", "H", "H"], "positions_angstrom": [[2.034, 0.300, -0.720], [0.726, 0.285, -0.017], [-0.302, 0.795, -0.596], [-1.574, 0.649, -0.200], [-1.898, -0.382, 0.684], [-2.102, -1.334, 1.412], [1.894, 0.481, -1.789], [2.510, -0.679, -0.598], [2.735, 1.049, -0.327], [0.569, -0.184, 0.949], [-2.272, 1.227, -0.782], [-2.320, -2.207, 1.986]], "forces_ev_per_angstrom": [[0.0, 0.0, 0.0], [0.9, -0.7, 0.7], [-0.7, 0.7, -0.8], [-0.2, -0.3, 0.2], [-0.1, -0.1, 0.1], [0.0, 0.3, -0.2], [0.0, 0.0, 0.1], [0.0, 0.2, -0.1], [-0.1, 0.0, 0.0], [0.1, -0.1, -0.1], [0.1, -0.1, 0.1], [0.1, 0.2, 0.0]], "nbo_charge": [-0.6822, 0.1573, -0.3526, -0.0485, -0.1286, -0.2344, 0.2293, 0.2269, 0.2219, 0.1731, 0.2031, 0.2348], "multiplicity": 1, "homo_energy_ev": [-7.0, -7.2]}



Entry 8:
{"formula": "C5H6O", "method": "the ωB97M-V functional and the def2-TZVPD basis", "elements": ["O", "C", "C", "C", "C", "C", "H", "H", "H", "H", "H", "H"], "positions_angstrom": [[-1.820, -1.405, -0.443], [-1.618, -0.585, 0.421], [-0.489, 0.388, 0.377], [0.081, 0.733, -0.928], [0.870, -0.258, -0.055], [1.995, 0.320, 0.615], [-2.271, -0.522, 1.312], [0.758, -1.300, -0.360], [-0.413, 1.106, 1.186], [-0.378, 0.282, -1.802], [0.522, 1.715, -1.045], [2.764, -0.474, 0.720]], "forces_ev_per_angstrom": [[0.0, 0.3, 0.3], [0.0, -0.2, -0.3], [-0.2, 0.2, 0.0], [-0.1, 0.2, -0.1], [0.4, -0.2, 0.2], [-0.2, -0.3, -0.2], [0.0, 0.0, -0.1], [0.1, 0.2, 0.1], [0.0, -0.1, -0.1], [0.1, 0.0, 0.2], [-0.1, -0.2, 0.0], [-0.1, 0.1, -0.1]], "nbo_charge": [-0.5213, 0.4323, -0.3000, -0.3308, -0.3950, -0.0855, 0.1250, 0.2221, 0.2512, 0.2476, 0.2450, 0.1094], "multiplicity": 1, "homo_energy_ev": -8.8}



Entry 9:
{"formula": "C5H6O", "method": "the ωB97M-V functional and the def2-TZVPD basis", "elements": ["O", "C", "C", "C", "C", "C", "H", "H", "H", "H", "H", "H"], "positions_angstrom": [[-2.547, -0.044, -0.650], [-2.127, -0.249, 0.464], [-0.699, -0.046, 0.867], [0.130, 0.451, -0.266], [1.423, 0.354, -0.163], [2.572, -0.216, -0.332], [-2.800, -0.587, 1.276], [-0.301, -0.966, 1.324], [-0.675, 0.705, 1.668], [1.934, -0.617, -1.228], [-0.339, 0.913, -1.124], [3.513, 0.165, 0.101]], "forces_ev_per_angstrom": [[0.1, -0.1, 0.5], [-0.3, 0.0, -0.2], [-0.2, 0.1, 0.1], [-0.2, 0.6, 0.3], [-0.8, 0.6, 0.7], [-1.1, 0.4, -0.6], [-0.1, 0.0, -0.1], [-0.1, 0.1, -0.2], [-0.3, -0.2, 0.1], [3.4, -1.2, 0.4], [-0.1, 0.4, 0.2], [-0.3, -0.7, -1.1]], "nbo_charge": [-0.5211, 0.4485, -0.5298, -0.3559, 0.0854, -0.5589, 0.1090, 0.2397, 0.2387, 0.3400, 0.2510, 0.2535], "smiles": "C=C=CCC=O", "multiplicity": 1, "homo_energy_ev": -8.8}



Calculated energy relative to the best compared isomer or geometry (same formula, charge and spin) (kJ/mol), listed in the same order as above: 290.89, 325.56, 87.82, 236.68, 588.51, 3.53, 439.92, 416.19, 363.08